184
Properties=species:S:1:pos:R:3:forces:R:3:mulliken_spin:R:1 method="wB97M-V/def2-TZVPD" charge=-2 spin_multiplicity=2 gap_ha="0.2105 / 0.2274"
C 4.521712 3.719427 -0.192595 0.02 0.03 0.02 0.000
H -2.306963 3.096335 7.592073 0.01 0.00 0.00 0.000
C 1.600105 1.200150 3.101025 -0.07 0.04 -0.01 0.004
O -0.774849 2.684519 4.677439 -0.05 0.01 0.06 -0.001
C 0.463207 -0.004332 -3.907491 -0.02 -0.02 0.00 -0.053
H -2.043452 -5.122277 -1.388034 -0.02 0.02 0.00 0.002
H -5.567158 0.749304 -2.362350 0.01 0.00 0.01 0.011
H -1.870655 5.219725 4.532540 0.01 -0.01 0.00 0.000
C -1.386657 -7.397395 3.447392 0.01 -0.01 -0.01 0.000
C 2.302841 0.761009 -5.825625 0.00 0.00 -0.03 0.000
C -1.281883 3.503062 5.718110 0.06 -0.01 -0.03 0.000
H -1.178276 1.825300 7.069422 0.00 0.00 -0.01 0.000
H -0.408860 7.038528 1.131376 0.00 -0.01 0.01 0.000
C 6.473209 -0.290806 -5.992693 -0.01 0.01 0.00 0.000
H -1.084192 -6.335761 -0.542189 0.01 0.00 -0.02 0.001
K -0.747775 0.521676 0.118121 0.29 1.46 0.26 -0.052
H -0.615042 -0.923362 -5.512240 0.03 0.02 -0.01 0.001
C -0.981237 -3.975707 0.921392 0.01 -0.06 0.07 0.041
H 0.365231 -2.280302 -0.964798 -0.02 -0.01 0.01 0.018
C 5.263902 -2.095346 0.324348 0.00 0.01 -0.02 -0.001
C 3.174088 -1.553343 -2.057004 -0.02 -0.07 -0.05 0.001
H -7.172236 3.207967 0.734656 0.00 0.00 0.00 0.002
C -2.322943 4.502925 5.219809 0.00 0.01 -0.03 0.000
C -4.718592 0.414824 -0.407142 0.00 -0.02 0.04 -0.007
H -0.335587 -7.416228 3.151652 0.00 0.01 0.00 0.000
H 0.609099 3.528545 6.766550 0.00 0.00 -0.01 0.000
H -0.102139 4.123038 0.352022 0.02 -0.04 0.02 0.000
H -4.994037 -5.865962 -1.232105 0.00 0.00 0.00 0.000
Br -2.217106 -0.787838 3.263285 0.01 -0.06 0.05 -0.006
H -3.071255 3.628486 -1.037730 0.01 0.03 0.01 -0.001
H -3.410091 2.881683 -2.600075 -0.02 -0.05 0.01 0.000
H -0.364467 5.915166 -2.326784 0.00 -0.01 0.00 0.000
H -0.444009 4.905755 7.156344 0.00 -0.01 0.00 0.000
C -1.814592 -2.546884 2.665240 0.00 -0.06 0.02 0.024
C -1.915411 -3.598677 3.541902 0.01 0.00 0.02 -0.014
C 2.724344 3.644244 -2.294300 -0.01 0.03 -0.04 0.001
C -4.877078 -5.010126 -0.576427 0.01 0.00 0.00 -0.009
C 7.192268 -2.610138 -0.997501 0.00 0.02 -0.02 0.000
C 2.063523 0.164596 2.080600 0.09 -0.06 -0.04 0.003
C -1.760801 4.385547 -4.158439 0.02 0.03 0.00 -0.001
O 0.293403 4.393545 3.081789 -0.06 0.08 -0.06 -0.003
C 5.813198 -2.435431 -0.910308 -0.04 0.01 0.03 0.001
H -3.882886 -6.275175 3.650065 0.00 -0.01 0.00 0.000
H 0.400506 4.836305 5.588867 -0.01 0.01 0.00 0.000
H -4.171130 -3.753549 -2.146354 0.02 0.02 -0.02 0.005
C -0.105017 4.244913 6.352893 0.00 0.01 0.02 0.000
H -4.423279 -1.969103 1.741316 0.00 0.02 -0.01 0.002
H 4.025263 -0.008835 -0.842545 0.00 -0.02 -0.06 0.000
H -4.190378 1.225808 -4.223972 0.00 -0.01 0.02 0.004
C -4.234391 -2.684407 -0.279775 0.00 -0.01 -0.02 0.077
H 7.640555 -2.886312 -1.945576 0.00 0.01 -0.02 0.000
H -7.119275 2.489338 -1.638878 -0.01 0.00 0.01 -0.001
H 2.611156 -1.982368 -1.222722 -0.02 0.03 0.02 0.000
H 7.389789 0.955815 -4.503158 0.00 0.00 0.00 0.000
H 8.080732 -1.919779 2.199241 0.00 0.00 0.00 0.000
H 2.864319 2.780734 2.325155 -0.01 0.00 -0.02 0.000
H -1.555667 -2.422974 -3.956534 0.01 0.00 0.01 -0.004
S -2.290721 2.979596 1.917399 0.00 -0.01 0.00 0.010
C -0.176574 -3.123080 -1.390125 0.00 -0.01 -0.09 0.016
C 6.073101 -1.911540 1.436862 -0.01 -0.01 0.02 0.000
H -2.253098 -3.403275 4.553045 0.00 0.00 0.00 0.000
C -1.358884 5.596643 -2.004234 -0.01 0.00 0.03 0.001
C -6.498470 2.420230 0.418255 -0.01 0.02 0.03 0.021
C -5.008788 -4.013280 1.597561 -0.01 -0.02 0.01 -0.014
H 2.085027 0.605846 1.082385 0.03 0.02 0.01 -0.004
C -1.725256 4.244069 -2.631359 0.05 0.06 0.15 0.002
H 3.034882 1.058125 -6.568231 0.00 0.00 0.00 0.000
H 1.060956 1.230981 5.202297 0.00 0.00 0.00 0.000
As 4.636905 -2.827453 -2.422186 0.04 -0.01 -0.03 0.000
H 3.588366 1.842994 3.648299 0.00 0.01 0.00 0.000
H 1.378994 -0.688800 2.064666 -0.02 0.01 -0.01 0.000
C -2.584149 -2.511084 -4.303896 -0.03 0.00 0.01 0.008
C -5.637948 1.830312 1.330457 -0.02 0.03 -0.02 -0.016
C 1.587100 0.719771 -3.514450 -0.05 0.08 0.00 -0.013
C 2.504396 1.093264 -4.491544 0.03 -0.04 0.00 0.000
C -3.237856 -6.150987 4.522498 0.00 0.00 0.01 0.001
H -5.519824 -6.061052 1.183668 0.00 0.00 0.00 0.002
C 2.869162 2.511287 -1.495624 -0.06 0.06 -0.06 0.001
H -1.515469 5.755597 1.684089 -0.01 -0.01 0.00 0.000
H -1.993230 -7.601521 2.562517 0.00 0.00 0.01 0.000
H -2.912953 -3.537122 -4.131533 -0.01 0.00 0.04 0.001
H 1.688005 -3.982395 0.441232 0.00 0.00 0.00 0.001
C -5.172186 -5.119453 0.773949 0.00 0.01 -0.01 0.026
H -2.736129 2.006998 6.252818 0.00 0.01 0.00 0.000
H -2.086292 6.360068 -2.299495 0.00 0.01 -0.01 0.000
C 1.182297 0.034961 -6.202312 0.00 0.01 0.01 0.001
O -1.446269 -1.647983 0.523994 -0.20 -0.87 0.24 0.144
C -1.421604 -2.678921 1.303087 0.08 0.16 -0.07 -0.069
H -3.851054 4.576754 -2.325395 0.00 -0.01 0.00 0.000
C -3.361399 0.522571 -4.321216 -0.01 0.01 -0.02 -0.002
H 4.212320 0.284445 -2.565154 -0.03 -0.05 0.02 0.001
H -1.970287 3.424557 -4.627673 -0.02 -0.05 -0.02 0.001
C 4.372197 4.835908 -1.002664 0.00 0.00 0.01 0.000
H 0.165259 -5.805026 5.044427 0.00 0.00 0.00 0.000
C 6.300309 -0.662265 -3.620094 0.01 -0.03 0.00 0.000
H 1.691917 -4.945219 -1.046049 0.00 -0.01 0.00 0.000
C 5.504320 -1.785886 -3.835569 0.02 0.00 0.00 -0.001
H -1.138879 -4.928725 5.842137 0.00 0.00 0.00 0.000
H -2.602659 -2.322090 -5.380704 -0.01 -0.04 0.00 0.000
H 5.415954 -1.689532 -7.231134 0.00 0.00 0.00 0.000
H -2.472787 0.990251 -3.894506 0.05 -0.01 0.02 0.012
H 9.077460 -2.552851 0.021532 0.00 0.00 0.00 0.000
H 6.526715 -0.348463 -2.609289 0.03 -0.02 0.02 0.000
H -0.504618 -5.672068 -2.076743 0.00 0.00 0.01 0.000
C -5.581077 1.032508 -1.315947 0.00 0.01 -0.04 -0.002
H 1.584347 3.867946 0.799304 0.02 -0.01 0.01 0.000
C -1.108105 -5.025826 1.831683 -0.02 0.00 -0.07 -0.009
Si -0.607799 2.983907 3.047839 0.11 -0.02 -0.05 -0.002
H -0.265297 -0.300376 -3.157961 -0.01 0.03 -0.01 0.102
H -3.182404 0.349133 -5.385575 0.00 0.00 0.00 -0.002
C -0.287249 -4.296931 -0.414485 0.02 0.02 0.03 -0.016
H 3.913679 1.716189 0.207846 -0.01 0.04 0.01 0.000
H 3.400970 1.632142 -4.207969 0.00 0.04 0.01 0.000
C 0.565540 5.325161 2.031459 0.04 -0.05 0.03 -0.001
C -4.552400 -2.813013 1.073931 -0.02 0.05 0.03 0.018
H -2.536845 5.098978 -4.455808 0.01 0.00 0.00 0.000
H 1.119862 5.334683 -0.062212 -0.02 0.00 0.01 0.000
Ge -3.479337 -1.007735 -0.997811 -0.42 -0.34 -0.19 0.356
H 3.331764 5.658460 -2.691883 0.00 0.00 0.00 0.000
H 5.625671 -1.634874 2.383766 0.00 0.00 0.00 0.000
C 0.096733 2.388580 -1.917205 -0.09 0.24 -0.39 -0.030
C 0.262671 -0.352111 -5.234646 -0.02 0.02 0.01 -0.001
H -2.748021 5.048522 6.067726 0.00 0.00 -0.01 0.000
H -1.548796 -8.206670 4.164633 0.00 0.00 0.00 0.000
H -0.797841 4.740601 -4.533011 0.00 -0.01 0.00 0.000
C 2.659589 2.285629 3.275843 0.02 0.00 0.01 0.001
H -3.552741 -5.243999 5.040839 0.00 0.01 0.00 0.000
C 0.801362 4.620629 0.702159 0.03 0.01 0.02 0.001
Ge -3.771595 -1.190705 -3.440321 0.16 0.11 -0.02 0.170
C 3.472525 4.789364 -2.058914 0.01 -0.02 0.01 0.000
H -5.853095 -2.694114 -3.682382 0.01 0.01 0.01 -0.001
H -0.796675 -6.008106 1.499948 0.01 0.00 0.01 -0.001
C 3.525039 -0.103339 -1.809697 -0.15 0.14 0.08 0.002
H -5.615609 -1.671729 -5.116239 -0.06 -0.02 0.00 0.000
H 2.317089 3.041973 3.983062 -0.01 -0.01 0.00 0.000
H -1.156467 -2.761023 -1.694135 -0.03 0.01 -0.01 0.074
C 1.335144 0.507908 4.436527 0.01 -0.02 0.01 0.001
H 4.193070 -1.957603 0.422354 0.02 0.01 0.01 0.000
C 5.676985 -1.403037 -6.219523 -0.01 0.00 -0.01 0.000
H 5.201775 3.742969 0.651384 0.00 0.01 0.00 0.000
H -5.610547 2.170170 2.357934 0.00 -0.01 0.00 0.000
C 6.784564 0.076850 -4.690324 0.01 0.01 0.02 0.000
C 5.202193 -2.145432 -5.146262 0.00 0.00 -0.01 0.000
C -1.593242 -4.890272 3.124905 -0.01 0.00 0.04 0.018
C -0.887603 -5.857793 5.328727 0.00 0.00 0.01 0.002
C -6.466853 2.020302 -0.910738 0.01 0.02 -0.02 0.001
H -1.016754 -6.683701 6.035887 0.00 0.00 0.00 0.000
H 2.234056 -0.031066 4.751829 -0.01 0.00 0.00 0.000
H 3.068045 -0.200348 2.316791 -0.03 -0.04 0.03 0.001
C 1.831239 6.063060 2.459974 0.01 0.00 0.02 0.000
C -4.410693 -3.805470 -1.089479 0.03 -0.04 -0.02 0.011
C 7.447826 -2.070531 1.333307 -0.02 0.00 0.01 0.000
P 1.857843 0.985522 -1.711971 0.58 -0.55 0.14 0.020
H 1.980406 3.638316 -3.080346 0.03 -0.03 -0.02 0.000
C -1.918233 2.551485 6.727195 -0.01 -0.01 0.01 0.000
H -4.063428 0.431375 1.644038 -0.02 0.00 -0.01 -0.002
C -0.719829 3.235000 -2.247174 -0.17 -0.18 -0.02 0.031
H 4.939424 5.737591 -0.803486 0.00 0.00 0.00 0.000
H -1.355012 5.520904 -0.916173 -0.03 0.02 -0.04 0.000
C -0.601554 6.302882 1.918076 0.02 0.02 0.02 0.000
H 0.363222 -3.464802 -2.281111 -0.02 0.00 -0.01 0.000
H 6.840775 0.295538 -6.826274 0.00 0.00 0.00 0.000
C -3.100164 3.807016 -2.114560 -0.08 0.02 -0.01 0.009
C 1.151370 -4.756224 -0.113405 0.00 0.02 0.00 -0.002
C -1.767506 -6.062509 4.088168 0.00 0.00 -0.02 0.002
H 2.529285 -1.676753 -2.932889 -0.03 0.04 -0.02 0.000
C -4.758490 0.837182 0.921058 0.04 0.02 -0.03 0.062
H 2.665338 5.361809 2.530199 0.00 0.00 0.00 0.000
O 0.402171 1.749061 2.554092 0.01 -0.10 0.00 -0.030
H 4.573640 -3.010097 -5.331183 0.01 0.00 0.00 0.000
C -5.591889 -1.691606 -4.023093 -0.01 -0.03 -0.06 0.044
H -0.738391 6.833245 2.865217 -0.01 -0.01 0.00 0.000
C -1.025790 -5.427553 -1.145498 0.02 -0.03 0.00 0.000
H -5.220234 -4.087431 2.658166 0.00 0.00 0.00 0.001
H -3.391937 -6.999382 5.197430 0.00 0.00 0.00 0.000
H 1.680716 6.525524 3.438870 0.00 0.00 0.00 0.000
H 0.516241 -0.204423 4.330191 0.00 0.00 0.00 0.000
C 8.005262 -2.423441 0.112253 0.02 0.01 -0.01 0.000
H 1.026512 -0.231983 -7.241227 0.00 0.00 0.00 0.000
C 3.785832 2.570255 -0.445624 0.02 0.01 0.01 0.001
H -6.338185 -0.995822 -3.640370 0.00 0.00 -0.01 0.002
H 1.172758 -5.670268 0.483284 -0.01 0.00 0.02 0.000
H 2.090446 6.839511 1.735774 -0.01 0.00 0.00 0.000
H -3.116636 3.989206 4.677966 -0.01 -0.02 0.01 0.000